The following is a DFT calculation (the ωB97M-V functional and the def2-TZVPD basis) of the molecule C4H5NO2.

The energy above the lowest of the compared OMol25 structures with the same formula, charge and spin comes out at 191.8 kJ/mol. As for the spin multiplicity: 1. As for the maximum force: 0.5 eV/A. Its SMILES is O=C[C@H]1CN1C=O. The value obtained for the HOMO energy is -10.00 eV.

Bonds (Å) are listed after each position.
Element x y z (Å)
1 O 1.3508 -1.4564 -0.7399  C2 1.207
2 C 1.4399 -0.2564 -0.6426  O1 1.207, C3 1.499, H8 1.107
3 C 0.6945 0.5452 0.3809  C2 1.499, C4 1.494, N5 1.447, H9 1.090
4 C -0.6028 1.1998 0.0354  C3 1.494, N5 1.443, H10 1.087, H11 1.086
5 N -0.5601 0.0477 0.9028  C3 1.447, C4 1.443, C6 1.410
6 C -1.1106 -1.1546 0.4133  N5 1.410, O7 1.205, H12 1.097
7 O -1.9781 -1.1993 -0.4216  C6 1.205
8 H 2.1088 0.3232 -1.3071  C2 1.107
9 H 1.3553 1.0423 1.0915  C3 1.090
10 H -1.0262 1.0453 -0.9542  C4 1.087
11 H -0.8618 2.1340 0.5252  C4 1.086
12 H -0.7255 -2.0434 0.9277  C6 1.097